No. 1
The following is a DFT calculation (wB97M-V/def2-TZVPD) of an isolated molecule of C2H2OS.

```
6
Properties=species:S:1:pos:R:3:nbo_charge:R:1
O 1.758 -0.127 -0.139 -0.495
C 0.668 0.382 0.010 0.359
C -0.665 -0.482 0.114 -0.368
S -2.178 0.111 0.027 0.160
H 0.760 1.607 -0.128 0.138
H -0.342 -1.491 0.115 0.206
```

Results
**Energy relative to the best compared isomer or geometry (same formula, charge and spin)**: 0.642 eV
**Kohn-Sham gap**: 0.29010 hartree
**SMILES**: O=CC=S
**Highest occupied orbital energy**: -9.50 eV

***

No. 2
The following is a DFT calculation (wB97M-V/def2-TZVPD) of a cluster of 2 separate species, C2H2OS2 in total.

```
7
Properties=species:S:1:pos:R:3:nbo_charge:R:1
O -0.535 1.714 -3.569 -0.470
C 0.201 2.247 -2.887 0.464
S 1.189 3.260 -2.176 -0.034
C -0.178 -1.143 -2.018 -0.481
S 0.609 -0.001 -1.249 0.121
H 0.017 -2.199 -1.860 0.198
H -0.960 -0.854 -2.792 0.203
```

Results
**Energy relative to the best compared isomer or geometry (same formula, charge and spin)**: 0.352 eV
**Kohn-Sham gap**: 0.31090 hartree
**SMILES**: O=C=S.C=S
**Highest occupied orbital energy**: -9.02 eV

***

No. 3
The following is a DFT calculation (wB97M-V/def2-TZVPD) of a cluster of 2 separate species, C2H2S in total.

```
5
Properties=species:S:1:pos:R:3:nbo_charge:R:1
C 0.392 -0.467 -0.116 -0.016
C 1.608 -0.445 -0.072 -0.416
S -2.306 0.014 0.164 0.094
H -2.338 1.241 0.425 0.086
H 2.644 -0.344 -0.401 0.253
```

Results
**Energy relative to the best compared isomer or geometry (same formula, charge and spin)**: 5.100 eV
**Kohn-Sham gap (alpha / beta)**: 0.26004 / 0.26018 hartree
**Highest occupied orbital energy (alpha / beta)**: -10.42 / -10.43 eV

***

No. 4
The following is a DFT calculation (wB97M-V/def2-TZVPD) of a structure of composition C2H2S.

```
5
Properties=species:S:1:pos:R:3:nbo_charge:R:1
C -0.113 -0.549 -0.028 -0.355
C 0.553 0.561 -0.097 -0.036
S -1.724 0.117 -0.057 -0.072
H 0.243 -1.538 -0.081 0.225
H 1.041 1.409 0.264 0.237
```

Results
**Energy relative to the best compared isomer or geometry (same formula, charge and spin)**: 2.165 eV
**Kohn-Sham gap**: 0.28243 hartree
**Highest occupied orbital energy**: -8.38 eV

***

No. 5
The following is a DFT calculation (wB97M-V/def2-TZVPD) of a cluster of 13 separate species, C2H30N2O13 in total.

```
47
Properties=species:S:1:pos:R:3:nbo_charge:R:1
C 0.464 -1.633 2.109 -0.445
N 0.167 -0.875 0.921 -0.683
C -0.146 0.473 0.936 0.776
N -0.915 0.874 -0.096 -0.854
O 0.235 1.241 1.782 -0.725
H -0.456 -1.617 2.747 0.197
H 1.295 -1.233 2.729 0.251
H 0.595 -2.788 1.885 0.208
H -0.020 -1.436 0.081 0.417
H -1.188 0.133 -0.809 0.433
H -1.269 1.815 -0.255 0.427
H -0.951 -2.075 -2.122 0.495
H -2.109 -1.877 -2.875 0.475
O -1.916 -2.018 -1.897 -0.996
H -3.756 0.726 1.848 0.460
H -2.610 -0.021 1.414 0.459
O -3.450 -0.167 1.825 -0.914
H -3.643 0.069 -2.766 0.506
H -2.809 1.094 -3.511 0.459
O -2.823 0.574 -2.793 -0.969
H -2.027 2.420 2.301 0.459
H -0.916 3.360 2.412 0.472
O -1.811 3.357 2.310 -0.929
H 2.819 0.514 3.557 0.466
H 1.437 0.877 3.856 0.481
O 2.154 0.186 4.071 -0.936
H 3.157 1.036 0.779 0.477
H 1.943 1.274 1.697 0.483
O 2.707 1.759 1.412 -0.992
H 3.764 -0.144 -1.328 0.482
H 2.403 -0.158 -0.739 0.497
O 3.312 -0.452 -0.623 -0.931
H 1.765 2.895 -0.310 0.503
H 2.366 3.401 -1.485 0.471
O 1.403 3.383 -1.169 -0.960
H 2.934 -3.431 -0.172 0.473
H 2.922 -2.082 -0.840 0.476
O 3.003 -3.040 -1.024 -0.978
H 1.505 -2.184 -2.120 0.512
H 0.502 -3.320 -2.384 0.497
O 0.564 -2.373 -2.136 -0.967
H 0.587 1.932 -2.045 0.500
H -0.348 1.027 -2.732 0.461
O 0.446 0.968 -2.339 -0.980
H -3.834 -0.142 -0.298 0.468
H -3.336 -1.438 -0.960 0.493
O -4.115 -0.884 -0.842 -0.975
```

Results
**Energy relative to the best compared isomer or geometry (same formula, charge and spin)**: 1.945 eV
**Kohn-Sham gap**: 0.35661 hartree
**Highest occupied orbital energy**: -9.86 eV

***

No. 6
The following is a DFT calculation (wB97M-V/def2-TZVPD) of a cluster of 14 separate species, C2H31O14 in total.

```
47
Properties=species:S:1:pos:R:3:nbo_charge:R:1
C 0.828 -0.346 1.022 -0.629
C 0.383 -0.354 -0.365 -0.100
O -0.032 0.886 -0.580 -1.006
H 1.388 0.513 1.311 0.224
H 1.474 -1.196 1.081 0.165
H 0.076 -0.515 1.797 0.196
H -0.342 -1.068 -0.600 0.137
H 1.205 -0.364 -1.012 0.135
O -2.562 -0.162 -2.031 -0.984
H -2.416 -0.959 -2.520 0.467
H -1.958 -0.075 -1.305 0.496
O 2.397 -1.453 -4.166 -0.969
H 2.304 -1.133 -5.108 0.450
H 1.553 -1.120 -3.784 0.495
O 0.412 0.190 -3.259 -1.004
H 0.461 0.395 -2.310 0.522
H 0.463 0.971 -3.775 0.488
O -2.358 -2.145 2.175 -0.989
H -3.088 -2.696 1.911 0.484
H -1.588 -2.526 1.729 0.501
O -1.766 2.899 -0.735 -0.951
H -1.023 2.324 -0.863 0.494
H -2.190 2.898 -1.579 0.446
O -0.452 -1.631 4.190 -0.971
H 0.119 -2.326 3.937 0.471
H -1.130 -1.500 3.550 0.496
O -1.184 -2.080 -3.378 -0.969
H -1.015 -2.142 -4.306 0.466
H -0.764 -1.274 -3.119 0.499
O 3.206 3.556 1.262 -0.981
H 2.896 2.916 0.571 0.500
H 2.788 3.261 2.061 0.463
O 0.179 2.652 1.694 -0.991
H 0.297 2.245 2.545 0.472
H 0.269 1.992 1.007 0.476
O 2.194 2.327 -1.043 -0.985
H 2.604 2.012 -1.854 0.462
H 1.410 1.804 -0.898 0.499
O -0.214 -3.416 1.032 -0.941
H -0.256 -3.950 0.239 0.480
H 0.362 -2.785 0.641 0.483
O -2.255 0.179 0.694 -0.975
H -1.389 0.540 0.573 0.484
H -2.222 -0.511 1.305 0.462
O 0.462 1.429 4.030 -0.938
H -0.426 1.156 4.272 0.483
H 0.902 0.582 3.961 0.484
```

Results
**Total charge**: -1
**Energy relative to the best compared isomer or geometry (same formula, charge and spin)**: 1.909 eV
**Kohn-Sham gap**: 0.29610 hartree
**Highest occupied orbital energy**: -5.76 eV

***

No. 7
The following is a DFT calculation (wB97M-V/def2-TZVPD) of a cluster of 13 separate species, C2H32NO12S2 in total.

```
49
Properties=species:S:1:pos:R:3:nbo_charge:R:1
N 1.193 -0.320 -0.106 -0.715
C 2.374 -0.034 0.795 -0.233
C 2.411 -0.754 2.121 -0.577
S 1.108 0.013 3.151 0.061
S -0.319 -1.317 3.434 -0.060
H 0.484 0.251 0.361 0.440
H 0.765 -1.244 -0.231 0.471
H 1.374 0.162 -0.995 0.488
H 2.331 1.005 1.088 0.227
H 3.227 -0.168 0.139 0.228
H 2.324 -1.842 2.165 0.250
H 3.408 -0.638 2.557 0.257
H -0.711 -1.413 2.156 0.121
H -0.552 -4.087 0.490 0.484
H 0.582 -4.217 1.326 0.474
O -0.246 -3.708 1.339 -0.956
H -2.860 0.643 2.041 0.498
H -2.679 -0.728 1.186 0.516
O -2.484 0.213 1.271 -1.009
H -2.590 -3.189 1.430 0.488
H -3.580 -3.138 0.325 0.489
O -2.792 -2.677 0.631 -0.964
H -0.067 -3.267 -2.438 0.490
H 1.415 -3.594 -1.965 0.487
O 0.583 -3.176 -1.729 -0.971
H 1.292 3.152 2.356 0.479
H -0.072 3.803 2.189 0.488
O 0.666 3.435 1.684 -0.965
H 1.521 2.138 -3.973 0.480
H 0.403 3.164 -4.379 0.493
O 0.634 2.234 -4.336 -0.973
H -4.575 2.175 -0.602 0.469
H -3.502 2.259 0.421 0.457
O -4.034 2.833 -0.151 -0.926
H 0.989 0.089 -3.329 0.493
H 0.103 -1.119 -3.551 0.486
O 0.590 -0.664 -2.855 -0.980
H -1.143 0.215 -4.133 0.476
H -1.801 -0.222 -5.404 0.480
O -1.866 -0.339 -4.450 -0.954
H 2.892 1.912 -1.815 0.525
H 3.353 0.742 -2.802 0.496
O 2.644 1.075 -2.245 -1.005
H -1.578 0.086 -1.927 0.482
H -1.971 0.736 -0.505 0.493
O -1.600 0.880 -1.390 -0.987
H 0.955 2.638 -0.633 0.477
H 1.424 3.969 -0.415 0.503
O 1.693 3.193 -0.921 -0.971
```

Results
**Total charge**: +1
**Kohn-Sham gap**: 0.34020 hartree
**Highest occupied orbital energy**: -11.83 eV

***

No. 8
The following is a DFT calculation (wB97M-V/def2-TZVPD) of a cluster of 16 separate species, C2H34NO17 in total.

```
54
Properties=species:S:1:pos:R:3:nbo_charge:R:1
O -0.642 0.740 1.510 -0.854
C 0.176 1.252 0.702 0.825
O 1.073 0.694 0.064 -0.743
C -0.027 2.804 0.668 -0.349
N -1.412 3.211 0.744 -0.792
H 0.567 3.196 1.463 0.217
H 0.362 3.149 -0.278 0.205
H -1.729 2.733 1.540 0.344
H -1.955 2.655 -0.001 0.338
H -0.757 -2.990 -2.174 0.491
H -2.075 -2.270 -2.459 0.471
O -1.313 -2.614 -2.872 -0.959
H -2.051 -1.135 -0.444 0.486
H -1.765 0.192 0.411 0.524
O -2.336 -0.175 -0.339 -1.025
H -3.474 0.105 -1.470 0.491
H -3.564 1.475 -2.077 0.457
O -3.976 0.598 -2.166 -0.982
H 3.607 1.359 -1.309 0.493
H 3.978 -0.019 -0.590 0.476
O 4.294 0.829 -0.830 -1.010
H 1.722 1.847 -1.045 0.494
H 1.574 2.006 -2.566 0.491
O 2.214 2.298 -1.773 -0.994
H 2.852 0.309 -3.403 0.482
H 1.878 -0.390 -4.121 0.456
O 2.234 0.384 -4.216 -0.940
H -2.142 -1.109 2.996 0.505
H -3.262 -1.956 2.596 0.475
O -2.540 -1.433 2.148 -0.983
H -1.511 -2.482 0.557 0.503
H -0.498 -3.572 0.080 0.492
O -1.212 -3.005 -0.217 -0.992
H 1.432 -1.292 -1.557 0.504
H 0.636 -1.536 -2.899 0.498
O 1.537 -1.497 -2.566 -1.011
H -0.152 -1.418 3.253 0.448
H 0.211 -0.032 2.778 0.493
O 0.655 -0.779 3.296 -0.974
H 3.045 -1.621 -0.338 0.464
H 3.132 -2.239 -1.742 0.500
O 3.704 -1.828 -0.939 -0.980
H 1.184 -0.974 0.085 0.517
H 1.673 -2.391 0.948 0.507
O 1.366 -1.959 0.153 -1.050
H -4.002 -0.658 0.955 0.493
H -4.962 0.276 0.437 0.467
O -4.747 -0.064 1.272 -0.971
H 3.288 0.939 2.593 0.467
H 3.686 1.625 1.340 0.474
O 3.675 1.721 2.200 -0.942
H -3.083 0.945 3.092 0.472
H -1.591 1.167 3.108 0.499
O -2.393 0.752 3.627 -0.971
```

Results
**Total charge**: -1
**Energy relative to the best compared isomer or geometry (same formula, charge and spin)**: 0.312 eV
**Kohn-Sham gap**: 0.34052 hartree
**Highest occupied orbital energy**: -7.22 eV

***

No. 9
The following is a DFT calculation (wB97M-V/def2-TZVPD) of a cluster of 17 separate species, C2H35NO18 in total.

```
56
Properties=species:S:1:pos:R:3:nbo_charge:R:1
O 0.014 2.280 1.018 -0.626
C -0.034 1.312 1.734 0.608
N -0.169 -0.039 1.251 -0.713
C -0.194 -0.289 -0.122 0.554
O -0.150 0.665 -0.893 -0.701
H -0.094 1.390 2.819 0.151
H 0.222 -0.739 1.960 0.444
H -0.345 -1.300 -0.550 0.205
H 0.985 -2.432 2.425 0.501
H 0.792 -2.204 3.960 0.490
O 1.277 -1.926 3.177 -0.974
H -3.331 0.575 2.900 0.508
H -2.339 -0.390 3.736 0.489
O -2.655 -0.101 2.885 -0.965
H 1.962 -0.225 -2.762 0.498
H 1.075 -1.465 -2.266 0.483
O 1.965 -1.127 -2.424 -0.996
H -0.618 2.393 -1.094 0.508
H -0.668 3.931 -1.053 0.478
O -1.143 3.168 -1.348 -0.996
H 3.475 -1.666 1.332 0.480
H 2.932 -1.441 2.678 0.484
O 3.731 -1.228 2.181 -0.967
H 1.142 1.441 -4.072 0.488
H 1.534 1.984 -2.731 0.522
O 0.971 1.287 -3.130 -0.960
H 2.829 0.552 2.107 0.519
H 2.525 2.141 1.908 0.481
O 2.397 1.331 2.393 -0.987
H 1.404 2.616 -0.881 0.487
H 2.004 4.046 -0.916 0.490
O 1.979 3.221 -1.388 -0.966
H -1.174 -1.190 -2.689 0.493
H -1.854 -2.464 -2.271 0.492
O -0.976 -2.082 -2.356 -0.967
H 2.005 -3.035 -0.813 0.496
H 1.066 -2.869 0.496 0.488
O 1.942 -2.849 0.113 -0.999
H -2.624 2.184 -0.136 0.514
H -4.203 2.230 0.185 0.482
O -3.339 1.925 0.475 -0.983
H -0.630 1.042 -3.284 0.499
H -1.827 1.823 -3.233 0.487
O -1.623 0.883 -3.401 -0.997
H 2.058 0.844 -0.465 0.452
H 2.891 -0.410 -0.444 0.492
O 2.891 0.509 -0.142 -0.948
H -2.748 -1.297 0.093 0.510
H -2.373 -1.184 1.547 0.506
O -2.367 -1.826 0.803 -1.029
H -0.503 -4.241 1.726 0.497
H -1.081 -2.925 1.207 0.527
O -0.293 -3.307 1.636 -1.008
H -3.416 0.500 -0.789 0.485
H -2.231 0.177 -1.745 0.502
O -3.065 -0.200 -1.349 -1.008
```

Results
**Kohn-Sham gap**: 0.35828 hartree
**Highest occupied orbital energy**: -9.84 eV

***

No. 10
The following is a DFT calculation (wB97M-V/def2-TZVPD) of a cluster of 15 separate species, C2H37N2O14 in total.

```
55
Properties=species:S:1:pos:R:3:nbo_charge:R:1
N -1.865 1.846 -0.255 -0.750
C -1.507 0.458 -0.821 -0.300
C -0.115 -0.074 -0.312 -0.292
N 0.524 -1.137 -1.167 -0.346
H -1.198 2.073 0.505 0.452
H -1.944 2.575 -1.102 0.488
H -2.809 1.731 0.153 0.468
H -2.436 -0.196 -0.673 0.317
H -1.385 0.327 -2.036 0.318
H 0.564 0.693 -0.198 0.240
H -0.406 -0.546 0.638 0.325
H 1.420 -1.268 -0.693 0.425
H 0.063 -2.042 -1.043 0.413
H -4.925 1.435 -0.567 0.502
H -4.821 -0.072 -0.605 0.505
O -4.298 0.669 -0.548 -0.981
H 0.933 2.249 2.069 0.505
H 0.631 3.766 2.288 0.524
O 0.644 3.022 1.549 -1.023
H 3.261 -0.623 -1.203 0.488
H 3.919 -1.898 -0.981 0.519
O 3.225 -1.395 -0.559 -0.965
H 1.520 -2.855 -1.788 0.451
H 2.090 -4.189 -2.417 0.514
O 1.495 -3.809 -1.795 -0.951
H 3.485 2.335 0.480 0.483
H 2.196 3.083 0.695 0.506
O 2.833 2.815 -0.057 -1.005
H 0.871 0.736 3.990 0.527
H 2.208 0.863 3.136 0.487
O 1.484 1.275 3.446 -0.978
H -0.195 -4.282 -0.724 0.494
H -1.410 -5.142 -0.281 0.506
O -0.906 -4.359 -0.079 -0.996
H -2.529 -1.719 0.765 0.468
H -3.668 -2.825 0.524 0.506
O -3.401 -1.891 0.327 -0.965
H 1.801 2.511 -1.763 0.506
H 2.351 2.940 -3.070 0.505
O 1.535 2.853 -2.610 -0.952
H -0.740 1.583 -4.502 0.509
H 0.294 2.267 -3.354 0.518
O -0.613 1.833 -3.582 -1.027
H -1.483 3.148 -2.966 0.512
H -0.983 4.095 -1.947 0.484
O -1.843 3.731 -2.229 -0.929
H 3.895 -1.665 1.932 0.466
H 2.986 -0.906 1.208 0.446
O 3.739 -0.805 1.753 -0.915
H -0.012 -1.331 3.813 0.478
H -1.060 -1.619 4.923 0.493
O -0.486 -0.901 4.567 -0.970
H -1.357 -3.485 2.978 0.493
H -0.639 -3.084 1.634 0.494
O -0.928 -2.794 2.554 -0.987
```

Results
**Spin multiplicity**: 2
**Total charge**: +2
**Energy relative to the best compared isomer or geometry (same formula, charge and spin)**: 0.671 eV
**Kohn-Sham gap (alpha / beta)**: 0.37748 / 0.14877 hartree
**Highest occupied orbital energy (alpha / beta)**: -16.25 / -16.24 eV

***

No. 11
The following is a DFT calculation (wB97M-V/def2-TZVPD) of a structure of composition C2H3AlBr.

```
7
Properties=species:S:1:pos:R:3:nbo_charge:R:1
C -2.065 -0.172 -0.752 -0.418
C -0.873 -0.081 -0.472 -0.434
Al 1.092 0.056 0.145 1.055
Br 1.295 0.941 2.382 -0.607
H -3.132 -0.457 -0.605 0.217
H 1.849 1.068 -0.823 -0.409
H 1.834 -1.355 0.126 -0.405
```

Results
**Total charge**: -1
**Kohn-Sham gap**: 0.32351 hartree
**Highest occupied orbital energy**: -5.13 eV

***

No. 12
The following is a DFT calculation (wB97M-V/def2-TZVPD) of an isolated molecule of C2H3BF2O.

```
9
Properties=species:S:1:pos:R:3:nbo_charge:R:1
O 1.921 2.468 0.833 -0.519
C 1.090 1.938 0.155 0.860
F 0.681 2.581 -0.985 -0.360
C 0.426 0.585 0.186 -0.881
B 0.534 -0.482 -1.230 0.940
F 1.108 -0.548 -2.437 -0.477
H 0.469 -0.064 1.182 0.291
H -0.694 0.876 -0.162 0.278
H -0.192 -1.469 -1.204 -0.132
```

Results
**Energy relative to the best compared isomer or geometry (same formula, charge and spin)**: 0.884 eV
**Kohn-Sham gap**: 0.42993 hartree
**SMILES**: O=C(F)CBF
**Highest occupied orbital energy**: -11.32 eV

***

No. 13
The following is a DFT calculation (wB97M-V/def2-TZVPD) of an isolated molecule of C2H3BN2O2S.

```
11
Properties=species:S:1:pos:R:3:nbo_charge:R:1
O 2.076 0.605 0.147 -0.946
B 0.849 -0.646 0.006 1.174
O 1.204 -1.901 -0.095 -0.885
C -0.570 -0.077 -0.006 -0.678
C -0.990 1.243 0.019 -0.010
N -2.317 1.390 -0.024 -0.193
N -2.963 0.311 -0.080 -0.342
S -2.001 -1.033 -0.088 0.663
H 2.931 0.176 0.142 0.458
H 2.123 -2.164 -0.091 0.521
H -0.343 2.097 0.070 0.239
```

Results
**Energy relative to the best compared isomer or geometry (same formula, charge and spin)**: 0.983 eV
**Kohn-Sham gap**: 0.35464 hartree
**SMILES**: OB(O)c1cnns1
**Highest occupied orbital energy**: -10.00 eV

***

No. 14
The following is a DFT calculation (wB97M-V/def2-TZVPD) of a structure of composition C2H3BaO3.

```
9
Properties=species:S:1:pos:R:3:lowdin_charge:R:1
O 2.607 -1.426 0.089 0.090
C 1.781 -0.565 0.009 -0.581
O 1.862 0.684 0.141 -0.359
C -1.573 -0.249 -0.024 -0.085
O -1.476 1.010 0.180 -0.404
Ba 0.367 2.776 0.310 1.989
H -2.423 -0.759 0.461 0.112
H -1.539 -0.554 -1.085 0.095
H 0.394 -0.917 -0.082 0.142
```

Results
**Total charge**: +1
**Energy relative to the best compared isomer or geometry (same formula, charge and spin)**: 1.546 eV
**Kohn-Sham gap (alpha / beta)**: 0.27922 / 0.27921 hartree
**Highest occupied orbital energy (alpha / beta)**: -12.55 / -12.55 eV